{"formula": "C3H5NO", "method": "wB97M-V/def2-TZVPD", "elements": ["C", "C", "C", "N", "O", "H", "H", "H", "H", "H"], "coordinates": [[0.0175, 1.2413, 1.4331], [0.3743, 0.5175, 0.2924], [-0.1018, -0.8694, 0.0543], [-0.3423, -1.5557, -1.0232], [-0.3381, -0.6372, -2.0722], [0.3794, 2.2804, 1.3775], [-0.5781, 0.8807, 2.3916], [0.7599, 1.0411, -0.5970], [-0.0675, -1.5212, 0.9336], [-0.1032, -1.3775, -2.7902]], "forces_ev_per_a": [[0.527, -1.398, -1.172], [-2.470, 1.010, 1.261], [0.753, -1.933, 0.697], [0.237, 2.524, 2.510], [1.069, -3.422, -3.631], [-0.446, -0.477, 0.580], [1.474, 0.571, -2.406], [0.117, -0.186, 0.745], [-0.321, 0.205, -0.087], [-0.939, 3.106, 1.503]], "nbo_charge": [-0.3519, -0.2734, -0.0033, -0.1204, -0.5766, 0.2052, 0.2206, 0.2316, 0.1877, 0.4805], "orbital_gap_ev": 9.66, "smiles": "C=C/C=N\\O", "multiplicity": 1, "total_charge": 0, "homo_ev": -9.20, "total_energy_ha": -247.185088, "e_above_lowest_kcal_mol": 76.6}